Density functional theory data (ωB97M-V with the def2-TZVPD basis set) for a structure of composition C21H18B3N2O26Pb.

```
71
Properties=species:S:1:pos:R:3:forces:R:3:lowdin_charge:R:1
Pb -18.422164 -8.988143 18.596151 1.131 2.098 1.934 1.2590
O -22.813620 -4.343424 18.302534 -1.666 -1.199 -3.828 0.1092
C -23.244553 -4.812575 17.225060 1.169 0.954 3.580 -0.3465
O -24.363996 -4.529848 16.591959 -0.393 1.195 0.234 0.2260
B -24.535484 -5.328743 15.371280 0.276 0.073 0.771 -0.8751
O -23.455779 -6.322871 15.506292 0.339 -0.100 -1.358 0.2378
C -22.649092 -6.005059 16.486527 2.864 -1.347 1.843 -0.3729
O -21.641924 -6.605794 16.879922 -2.330 1.016 -1.433 0.0989
O -24.636689 -4.458760 14.175012 0.826 0.220 -0.012 0.2353
C -25.833960 -4.510334 13.646277 -0.882 0.762 -2.114 -0.3688
O -26.212862 -3.927076 12.626793 0.697 -1.131 2.378 0.0905
C -26.614630 -5.588680 14.455889 -2.035 -1.387 -2.019 -0.3630
O -25.787401 -6.046812 15.350197 -1.109 -0.605 0.771 0.2484
O -27.696552 -6.089221 14.120422 2.178 1.408 1.130 0.0844
O -17.917117 -3.238054 16.638072 2.360 -0.315 -3.775 0.1152
C -17.376365 -3.436577 15.529717 -2.735 -1.531 2.812 -0.3331
O -17.218496 -2.624599 14.528061 -0.509 2.213 0.113 0.2419
B -16.620173 -3.219027 13.369945 0.144 -0.253 -0.373 -0.8132
O -16.669201 -4.686947 13.662536 0.326 1.227 -1.988 0.2335
C -17.034209 -4.835852 14.884252 -0.051 -3.842 4.231 -0.3732
O -17.059821 -5.937904 15.480613 -0.149 3.163 -1.673 0.0724
O -17.218587 -2.771958 12.049579 0.547 -0.670 0.849 0.2114
C -16.269267 -2.226789 11.310391 -0.236 0.708 -3.035 -0.3357
O -16.378186 -1.943794 10.089476 0.548 -0.747 4.136 0.0567
C -15.003205 -2.040336 12.261569 0.098 1.130 -2.636 -0.4151
O -15.212811 -2.735674 13.321790 0.187 -0.452 0.563 0.2396
O -14.058493 -1.348274 11.947892 -0.456 -0.696 0.665 0.1057
O -20.549224 -11.101154 27.868623 0.011 0.089 -1.062 0.1231
C -21.203726 -10.870484 26.884095 -0.922 0.530 0.718 -0.3577
O -20.901079 -10.120011 25.822005 0.274 -0.221 0.863 0.2318
B -22.050140 -10.035194 24.921844 0.160 -0.378 -0.691 -0.8530
O -23.116232 -10.846492 25.609360 -1.437 1.988 -4.774 0.2691
C -22.740295 -11.234460 26.711117 1.809 -2.016 5.285 -0.4755
O -23.389612 -11.771628 27.592819 0.340 0.240 -0.772 0.0929
O -21.641487 -10.585804 23.620574 0.287 -1.011 -0.132 0.2214
C -21.509042 -9.647553 22.707360 -0.168 -0.424 -1.489 -0.3776
O -21.064514 -9.793597 21.579380 -0.529 0.297 1.742 0.0971
C -22.149106 -8.395194 23.329039 0.537 4.405 -2.465 -0.3067
O -22.493815 -8.687926 24.584290 -0.105 0.721 -0.257 0.2324
O -22.218890 -7.289738 22.713750 -0.196 -4.397 2.978 0.1021
O -18.366400 -6.387352 20.704974 -0.169 -1.647 -0.844 -0.4360
H -18.809918 -6.679467 21.525016 0.108 -0.073 -0.562 -0.1172
C -13.539041 -9.247914 19.793131 -0.601 0.512 0.388 -0.4428
O -14.844563 -8.858057 19.616969 0.080 -0.096 -0.436 -0.4043
H -13.000118 -9.781669 19.010333 -0.324 -1.006 -0.675 0.0240
H -12.809506 -8.444234 19.892962 0.027 1.413 -0.042 0.0300
H -13.344270 -9.725545 20.753349 -0.129 -0.970 0.391 0.0320
C -19.841934 -17.510240 21.698146 -1.761 0.697 -0.395 -0.1289
C -19.339503 -16.079975 21.738567 1.468 -0.007 -0.839 -0.2680
C -19.887682 -14.979374 20.764134 0.446 -0.505 1.077 -0.1632
C -18.935256 -13.839633 20.657517 0.380 0.311 -0.054 -0.2152
N -18.176176 -12.968721 20.568942 -0.947 -1.005 0.024 0.1476
H -20.930972 -17.465315 21.707117 -0.254 -0.559 0.345 0.0668
H -19.460236 -18.036632 22.572977 -0.098 -0.155 -0.225 0.0740
H -19.583297 -18.003576 20.761230 0.257 -0.107 0.126 0.0702
H -18.322432 -16.310950 21.421874 0.619 1.073 0.534 0.0998
H -19.387604 -15.692398 22.756197 0.285 0.026 -0.104 0.1138
H -20.795548 -14.618057 21.247191 -0.243 0.200 -0.574 0.1149
H -20.064418 -15.389543 19.769841 -0.194 0.134 0.033 0.1118
C -12.263200 -9.240215 12.622955 -2.273 -0.297 0.722 -0.0801
C -13.673925 -9.811502 13.077085 0.743 -0.180 -1.708 -0.2590
C -13.691863 -10.780497 14.222808 -1.051 0.066 2.162 -0.2011
C -15.062238 -10.798239 14.819574 -1.754 -0.388 0.612 -0.2178
N -16.123011 -10.797192 15.306285 2.050 -0.016 -0.997 0.1339
H -11.508739 -9.985933 12.372328 -0.057 -0.030 0.398 0.0607
H -12.042970 -8.598408 13.476005 0.922 0.116 -0.381 0.0722
H -12.471444 -8.656632 11.726195 0.265 0.234 0.146 0.0631
H -14.167926 -10.316762 12.247158 0.077 -0.046 -0.279 0.1021
H -14.354848 -8.988681 13.294800 0.325 0.194 0.190 0.1151
H -13.130653 -10.445132 15.094973 0.548 0.299 -0.113 0.1187
H -13.385509 -11.818549 14.093566 0.059 0.099 -0.630 0.1139
```
Positions in Å, forces in eV/Å.

Output
**E**: -3144.68291 hartree
**Strongest force on any atom**: 5.938 eV/A
**Net charge**: -3
**ΔE to the lowest compared entry with this formula, charge and spin**: 391.3 kJ/mol


Density functional theory data (ωB97M-V with the def2-TZVPD basis set) for a structure of composition C21H18BN9STi.

```
51
Properties=species:S:1:pos:R:3:forces:R:3:nbo_charge:R:1
Ti -0.132102 -0.326020 -1.044881 0.503 -0.162 -0.002 1.9063
C 1.335196 -3.741983 1.103837 0.025 -0.039 0.030 -0.3067
C 0.862956 -3.196344 -0.074095 0.045 0.040 0.063 0.0370
N 0.565564 -1.898705 0.111154 -0.206 0.053 -0.160 -0.4156
N 0.806749 -1.610809 1.422541 0.010 -0.035 0.079 -0.3223
C 1.291732 -2.704523 2.022350 0.051 -0.010 -0.090 0.0638
B 0.380275 -0.208467 1.939432 -0.107 -0.030 0.108 0.9244
N -1.147941 -0.034884 1.523996 -0.174 0.064 0.089 -0.3312
C -2.151574 0.234847 2.366886 -0.028 -0.031 -0.075 0.0805
C -3.359434 0.136914 1.686480 -0.049 0.019 0.041 -0.2986
C -3.018400 -0.199947 0.393552 0.047 -0.013 0.066 0.0231
N -1.680680 -0.297541 0.286322 0.121 0.060 -0.249 -0.4435
N 1.242648 0.835047 1.143511 0.036 0.275 0.168 -0.3063
C 2.164063 1.704234 1.549590 0.057 -0.025 -0.080 0.1129
C 2.708206 2.351788 0.437423 0.035 0.050 0.001 -0.2917
C 2.058805 1.821883 -0.648352 0.032 -0.060 0.125 0.0401
N 1.162407 0.897866 -0.222007 -0.241 -0.101 -0.055 -0.4607
N 0.481006 -0.012821 3.412855 0.131 0.009 -0.184 -0.4296
C 0.263313 -0.866654 4.459378 -0.149 -0.007 -0.011 -0.0378
C 0.142731 -0.118403 5.593056 0.036 0.048 0.036 -0.3137
C 0.286320 1.216018 5.153933 -0.085 0.016 -0.003 -0.0142
N 0.462380 1.283547 3.850824 0.112 -0.061 0.064 -0.3050
H 1.670036 -4.750376 1.274317 -0.005 0.020 0.001 0.2726
H 0.720250 -3.664555 -1.033094 -0.018 0.021 -0.018 0.2467
H 1.608831 -2.688915 3.050327 -0.019 0.025 0.005 0.2540
H -1.961390 0.480079 3.399757 0.042 -0.020 -0.014 0.2657
H -4.346940 0.286233 2.087570 0.023 0.000 0.001 0.2705
H -3.652839 -0.379949 -0.459646 0.018 -0.007 -0.026 0.2452
H 2.376110 1.831244 2.597284 -0.036 -0.030 0.005 0.2813
H 3.473116 3.108792 0.438977 -0.015 -0.010 0.010 0.2727
H 2.175317 2.034555 -1.698575 -0.028 -0.024 -0.023 0.2480
H 0.159804 -1.930437 4.334510 0.023 0.005 -0.024 0.2246
H -0.019867 -0.473425 6.595848 0.011 0.003 -0.009 0.2586
H 0.257090 2.122011 5.739240 0.005 -0.014 -0.015 0.2360
S 1.385113 -0.606591 -5.152243 0.001 0.000 -0.027 0.5844
C 2.220427 -1.821963 -4.288086 0.020 0.033 -0.094 -0.3663
C 1.756240 -1.975216 -3.020043 -0.019 0.000 0.087 -0.2291
C 0.675109 -1.088089 -2.724635 -0.135 0.009 0.051 -0.4486
C 0.382235 -0.283595 -3.816680 0.029 -0.106 -0.033 -0.2521
C -0.657291 0.734577 -3.752764 -0.102 -0.015 0.055 0.2083
C -1.092181 1.525889 -4.797816 0.002 0.006 -0.068 -0.2129
C -2.090610 2.459407 -4.563332 0.006 -0.009 0.023 -0.0722
C -2.624861 2.586218 -3.286782 -0.038 0.068 -0.114 -0.2408
C -2.146122 1.770180 -2.288560 0.064 -0.088 0.098 0.0969
N -1.186466 0.852829 -2.509688 -0.022 0.058 0.152 -0.5692
H 3.027031 -2.359971 -4.762698 -0.014 0.015 -0.011 0.2745
H 2.198419 -2.679462 -2.332953 -0.015 0.017 0.007 0.2416
H -0.657027 1.407731 -5.781179 -0.017 0.018 0.002 0.2542
H -2.448097 3.085755 -5.370013 0.004 -0.007 0.003 0.2574
H -3.399247 3.307105 -3.068126 0.008 -0.008 -0.002 0.2612
H -2.526406 1.844899 -1.278702 0.026 -0.020 0.015 0.2259
```
Positions in Å, forces in eV/Å.

Output
**E**: -2575.97122 hartree
**Strongest force on any atom**: 0.529 eV/A
**Net charge**: +2
**ΔE to the lowest compared entry with this formula, charge and spin**: 0.0 kJ/mol


Density functional theory data (ωB97M-V with the def2-TZVPD basis set) for a structure of composition C21H18F6IN6O4RhS5Se.

```
63
Properties=species:S:1:pos:R:3:forces:R:3:nbo_charge:R:1
Rh 0.189583 0.448820 -0.020946 1.855 1.664 1.626 0.6772
F -4.279736 -3.838989 1.039413 -0.016 -0.047 0.011 -0.3047
C -3.204092 -4.217485 1.721209 0.078 0.001 -0.176 0.7388
F -3.081900 -5.536636 1.648022 0.090 -0.016 -0.069 -0.3028
F -3.362953 -3.873458 2.998762 0.088 0.048 -0.042 -0.3082
S -1.708536 -3.333368 1.065606 -0.358 -0.035 0.638 2.2290
O -2.068060 -1.940691 1.164645 -0.052 0.348 0.255 -0.9808
O -0.607738 -3.761832 1.878631 0.173 -0.229 -0.061 -0.9409
N -1.665010 -3.834176 -0.434167 0.349 0.094 -0.186 -1.1786
S -1.156760 -2.734856 -1.439909 -0.248 0.340 0.012 2.2488
O -0.095564 -1.893886 -0.884968 -0.485 -0.140 0.009 -1.0356
O -0.932569 -3.240039 -2.748095 -0.059 -0.381 -0.156 -0.8934
C -2.664449 -1.597078 -1.656229 -0.162 0.176 -0.221 0.7302
F -2.825912 -1.317057 -2.955406 0.178 -0.092 0.014 -0.3173
F -3.766631 -2.194706 -1.230998 0.059 -0.043 0.016 -0.3003
F -2.553514 -0.417406 -1.026506 0.308 -0.027 0.050 -0.3246
Se -1.219354 1.143077 1.877201 0.255 -0.249 -0.527 0.1881
C -1.092349 2.943167 2.522730 0.312 0.181 -0.206 -0.2240
C -2.157872 3.380914 3.309498 -0.039 -0.325 -0.160 -0.2488
C -2.158668 4.658356 3.840775 0.091 0.029 0.049 -0.1930
C -1.094855 5.516831 3.594120 -0.013 0.028 -0.017 -0.2302
C -0.030910 5.083895 2.817440 -0.037 0.100 0.059 -0.2020
C -0.023082 3.803601 2.283931 0.004 -0.255 0.037 -0.2182
H -2.980079 2.699116 3.495019 -0.074 0.101 0.053 0.2212
H -2.986493 4.982788 4.457527 -0.024 -0.008 -0.018 0.2184
H -1.094515 6.516844 4.006705 -0.002 -0.002 0.012 0.2165
H 0.804893 5.747173 2.635038 0.021 -0.025 -0.033 0.2158
H 0.818909 3.463649 1.694933 -0.050 0.140 0.039 0.2149
I 0.511051 0.238123 -3.159735 -0.176 0.320 -0.257 0.2813
C -0.824287 1.729878 -2.530620 0.354 -0.311 -0.216 0.0992
C -1.872606 2.155914 -3.321550 -0.011 0.145 -0.040 -0.2787
C -2.706017 3.132552 -2.798962 0.022 -0.054 0.084 -0.1137
C -2.428165 3.664370 -1.548004 0.139 0.108 -0.131 -0.2557
C -1.338437 3.187319 -0.846947 -0.007 0.095 0.257 0.0886
N -0.566778 2.197459 -1.311460 -0.284 -1.392 0.317 -0.5031
H -2.038690 1.729786 -4.299266 0.027 -0.033 0.004 0.2480
H -3.561600 3.476544 -3.364216 -0.006 -0.005 -0.020 0.2327
H -3.046377 4.436374 -1.114077 0.033 0.034 0.001 0.2392
H -1.055812 3.598444 0.112773 -0.151 -0.116 0.004 0.2360
S 4.991534 -1.191380 -3.566375 -0.015 0.107 0.086 -0.1147
C 4.398615 -0.039723 -2.546451 0.027 -0.350 -0.317 -0.1316
S 3.494356 -0.484991 -1.117885 0.016 0.720 -0.050 0.3784
C 3.110318 1.228630 -0.847005 0.620 -1.146 -0.665 -0.1650
N 3.676387 1.994340 -1.701412 -0.255 0.538 0.125 -0.2524
N 4.413890 1.326907 -2.632148 -0.001 -0.371 0.347 -0.2636
C 5.129666 2.155768 -3.556500 0.105 0.283 -0.102 0.2051
C 6.232134 1.704212 -4.274035 -0.078 -0.064 0.122 -0.2456
C 6.913959 2.582267 -5.103052 -0.005 0.060 0.026 -0.1974
C 6.521005 3.904675 -5.215131 0.049 -0.004 -0.069 -0.2089
C 5.423597 4.351832 -4.495155 0.015 -0.008 0.006 -0.2020
C 4.727499 3.487421 -3.670120 -0.092 -0.118 -0.035 -0.2396
S 2.146558 1.758935 0.462513 -1.506 -0.278 0.380 0.0341
H 6.563530 0.685654 -4.188941 -0.001 -0.076 0.025 0.2488
H 7.772308 2.221696 -5.653594 0.003 -0.013 -0.006 0.2186
H 7.069169 4.581856 -5.856611 -0.015 0.011 -0.003 0.2162
H 5.111694 5.385213 -4.567076 -0.034 -0.004 -0.004 0.2167
H 3.877195 3.831761 -3.103381 0.014 0.045 0.002 0.2412
N 0.796566 -1.007021 2.728648 0.359 0.013 0.403 -0.6459
N 1.269026 -1.057008 1.386789 -1.292 0.467 -0.921 -0.5870
H 1.373841 -1.599547 3.319102 0.034 -0.138 -0.167 0.3526
H -0.130543 -1.407391 2.732807 -0.241 0.004 -0.024 0.3816
H 1.087601 -1.959653 0.947360 0.115 -0.087 -0.007 0.4016
H 2.264326 -0.874487 1.409739 -0.003 0.241 -0.165 0.3899
```
Positions in Å, forces in eV/Å.

Output
**E**: -6840.26236 hartree
**Strongest force on any atom**: 2.976 eV/A
**ΔE to the lowest compared entry with this formula, charge and spin**: 267.4 kJ/mol


Question: Which value of E does entry 1 give?
Answer: -3144.68291 hartree


Question: Which of these has the lowest E?
Answer: C21H18F6IN6O4RhS5Se


Question: Which of these has the highest strongest force on any atom?
Answer: C21H18B3N2O26Pb


Question: Among the records above, which one has the highest ΔE to the lowest compared entry with this formula, charge and spin?
Answer: C21H18B3N2O26Pb